(1)
164
Properties=species:S:1:pos:R:3:forces:R:3 method="wB97M-V/def2-TZVPD" fmax_ev_per_a=2.361 charge=+1 e_lumo_ev="-2.554 / -3.743" multiplicity=2
H -1.734044 0.117251 -1.989461 0.0 0.0 -0.2
O -1.027802 -2.315771 6.849006 0.0 -0.2 0.0
O 2.522371 -0.665809 -6.125387 0.2 -0.3 0.1
C -3.690145 -0.533043 -2.639663 0.0 0.1 0.6
H -6.825415 4.948632 2.241737 0.1 0.0 0.3
H -4.659665 3.167755 -3.285266 -0.1 -0.1 -0.1
H -2.517569 1.556070 3.830585 -0.1 0.2 -0.6
O -4.360966 4.234399 -1.556289 0.0 0.8 0.2
C 1.449510 -3.362108 1.812203 -0.6 -1.0 0.8
H 1.794574 -2.948400 -5.995517 -0.2 0.3 0.0
O 1.560840 -2.359662 0.851766 -0.5 -0.1 0.0
C -1.166019 4.895057 1.403234 0.5 -0.2 0.5
C -0.746525 -0.983136 7.199788 -0.8 1.4 -0.7
O -2.547278 4.440001 -0.460887 0.4 0.5 0.8
K 4.804321 5.077237 1.389135 -0.5 -0.5 -0.3
H 4.068469 -0.178122 5.818518 -0.1 0.2 0.0
C -2.308084 2.617807 3.975760 0.1 -0.7 0.5
H -7.271577 1.986359 2.676798 -0.3 -0.1 0.1
C 2.163247 -0.343488 4.833576 -0.3 0.4 0.0
C 1.127962 -0.616444 -5.969054 -0.3 0.8 -0.5
H -7.938909 3.231393 3.765832 0.1 0.0 0.1
H 5.304053 2.744346 -4.616224 0.1 0.1 0.0
H -2.827605 -0.442330 -0.748533 0.1 0.0 0.0
H 3.563512 -2.778630 0.510218 0.1 -0.1 0.5
H 0.797162 -6.227360 -6.933971 0.3 0.0 0.2
H 0.746667 6.263965 -1.031101 0.4 0.1 -0.1
C -1.132942 -2.299438 -3.061557 -0.1 0.5 0.4
O -3.329260 -0.673664 -3.974144 0.4 -0.1 -0.3
H 1.156978 -3.967433 -7.998907 -0.2 -0.4 0.0
H -5.687348 2.712006 -1.890207 0.1 -0.1 -0.1
C 4.771803 0.555075 3.576092 0.7 0.6 -1.6
O 2.473138 3.500959 2.077918 -0.2 -0.6 -1.0
H -2.683543 -4.280349 -0.009545 0.5 0.0 -0.3
H -2.883071 -0.636290 2.756493 0.2 -0.2 -0.1
O 0.870866 -0.379004 -1.339841 -1.5 -1.1 0.3
O -3.523904 3.368243 4.082274 0.7 0.3 0.8
H 4.861059 0.673861 0.067794 -0.2 -0.3 -0.1
H -2.311179 -5.083970 1.499330 0.2 0.1 -0.1
C 1.806111 -4.074599 -1.852013 0.0 0.1 -0.8
H 5.582026 -0.480311 -1.118860 -0.3 0.0 0.0
H -1.660357 3.048619 3.219602 -0.1 -0.2 -0.2
C 2.991381 -6.339991 -5.437539 -0.1 -0.4 -0.7
H -1.701865 -0.416984 7.284545 0.2 -0.3 0.2
H 6.492349 1.610707 -1.430107 -0.2 -0.3 0.1
H -0.868556 -4.387895 -2.606364 0.1 0.3 0.2
H 2.484526 -6.398232 -4.468559 0.3 -0.1 0.2
H 1.359213 3.281413 3.728521 0.2 0.2 0.2
H 2.831134 -7.279348 -5.990095 -0.2 0.0 0.2
O 2.482644 -5.260703 -6.179151 0.0 0.3 0.0
H -0.376535 -4.716714 0.279956 0.5 0.5 -0.2
C -4.448727 3.105487 3.179660 -0.2 1.0 0.8
H -1.999955 4.976584 2.103099 -0.2 0.2 -0.3
C -7.615935 3.018130 2.747692 0.2 -0.2 0.1
H 1.756092 -0.746635 3.889522 0.0 -0.1 0.0
O 4.402241 -0.751108 3.871024 -0.1 -0.1 0.2
H 5.280512 1.067747 4.396585 -0.5 0.1 0.3
H -6.072510 3.653025 1.369545 0.2 -0.2 0.1
C -0.260948 -3.489027 -2.856337 0.0 -1.0 -0.2
H 0.213706 4.475183 6.014253 0.0 0.2 -0.1
C 1.037439 4.443757 5.300146 0.0 -0.4 -0.1
H -0.046790 0.798884 6.239154 0.2 0.1 -0.2
H 0.599717 -5.436220 -5.356621 0.0 0.1 -0.1
H -0.555590 -1.403987 -3.295288 0.1 -0.2 -0.2
O -2.930813 2.495376 -1.487774 0.1 -1.0 -0.2
H 0.815699 -0.798788 -4.933328 0.2 0.1 0.1
C -3.246127 3.610623 -1.186338 -0.3 0.2 -0.3
O 0.666046 -3.233555 -1.811242 0.0 -0.3 -0.3
C 2.895478 -1.939785 0.709847 0.6 1.4 -1.2
C -4.331544 -0.240819 -4.829005 -1.1 0.1 -0.8
H 4.107574 0.215487 -5.166620 0.2 -0.3 0.0
C -3.144523 -0.741377 1.698569 -0.8 0.3 0.2
H 0.815877 0.393121 -6.265189 -0.3 0.0 0.1
H -3.955966 -3.178774 1.484684 0.1 -0.3 0.4
H -2.001808 -3.975180 7.505922 0.0 0.0 0.0
H 5.522726 0.526066 2.778989 0.0 -0.2 0.0
H 1.860602 -3.076469 2.788303 0.2 0.2 -0.2
C -6.479007 3.918983 2.343423 -0.5 0.7 -0.4
C 5.782415 0.184820 -0.270772 -0.4 -0.1 -0.3
C -5.217072 3.539498 -2.428986 -0.4 -0.9 -0.1
H -0.559069 3.822670 -0.370400 -0.1 0.0 -0.1
H 2.834477 4.750462 -1.225349 -0.2 -0.1 -0.1
H 3.077213 -0.911480 -4.179402 0.3 0.1 0.2
H -4.592342 0.811950 -4.666916 0.1 0.0 0.1
C 0.474914 -1.661074 -6.799401 -0.2 -0.3 -0.7
C -2.156992 -4.151369 0.937684 -0.2 -0.3 0.4
H -5.260801 -0.823030 -4.720253 0.1 0.0 0.2
H -2.713716 -3.031480 2.743461 0.2 -0.1 0.3
H -2.884547 0.181223 1.194600 0.2 0.0 -0.1
H -0.336644 4.548204 2.035218 0.0 -0.1 -0.3
H 2.702438 1.348061 -1.910413 -0.1 -0.3 0.1
C 0.005454 -0.271642 6.058115 0.8 -1.4 0.7
H -0.507003 -2.883112 2.572589 0.0 0.1 0.0
H 0.798548 -1.627147 -7.853130 0.0 0.3 0.1
O 3.632809 3.218489 -0.456665 -0.3 0.0 0.7
H 1.538882 -5.094546 -2.158252 -0.1 0.0 0.4
C 3.595360 -0.761265 5.021211 0.4 -1.2 0.8
H 3.617762 -1.793675 5.390895 -0.1 0.0 -0.1
H -1.818792 -2.515540 -3.880702 -0.1 0.2 0.1
O 0.906644 3.206782 4.587532 0.1 0.4 0.0
N -0.705105 -3.865227 0.737691 -1.2 0.0 0.1
H -6.022894 4.190431 -2.747615 0.2 0.4 0.0
C 2.242490 1.418396 -0.929245 -0.1 0.4 -0.7
H 2.123126 0.744656 4.739679 -0.3 0.0 0.1
H 3.695879 2.393846 -3.947050 0.0 0.2 -0.1
H -4.403390 -1.317272 -2.323997 -0.2 0.1 -0.2
C 2.695018 2.439158 -0.114851 0.0 0.4 0.5
H 1.972929 4.510796 5.872647 -0.1 -0.2 -0.1
C -1.896299 -2.930071 7.790753 0.4 0.0 -0.1
C 1.089347 -5.342149 -6.341379 -0.3 -0.5 -0.2
O -4.389392 2.252270 2.361386 0.2 -1.7 -1.7
H -0.869033 5.876339 1.032418 -0.3 0.0 -0.1
C 1.003677 1.722370 1.628074 -0.1 -0.4 -0.4
C 0.578074 0.697371 0.767344 -0.6 0.4 1.2
O -2.505311 -1.837909 1.075023 0.4 0.2 0.2
H -2.672871 -2.589235 -1.780932 0.6 -0.3 0.6
H 4.678722 2.589832 -1.804527 0.0 0.3 -0.5
H 6.151169 -0.444801 0.539624 0.2 0.2 0.1
C 4.633435 2.932574 -3.783215 0.0 -0.1 1.2
C -0.020321 -3.692414 2.032350 0.5 -0.3 -0.1
O -5.449355 3.957479 3.338563 -0.1 0.3 0.1
C 0.601545 -4.122976 -7.060109 -0.1 1.3 0.1
O 6.734180 1.146890 -0.610639 0.9 0.5 0.2
C 2.026213 2.612706 1.286494 0.7 0.6 0.6
N -1.846289 -1.980981 -1.786803 -0.3 0.1 -0.1
Cu -0.345966 -1.958046 -0.194605 0.2 0.5 -0.6
C 1.185561 0.571307 -0.600326 1.5 0.1 -0.2
H -1.758048 2.613894 4.916011 -0.3 0.7 0.1
O 2.658693 5.597397 -1.656791 -0.2 0.5 -0.1
H -2.889185 -2.463657 7.798391 0.1 0.1 0.0
H 2.505100 -3.723741 -2.623014 0.0 0.1 0.2
C -2.487418 -0.635904 -1.761110 0.7 0.1 0.2
H -0.599785 -1.450492 -6.774409 -0.1 -0.3 0.0
H -4.020007 -0.361996 -5.864099 0.3 0.0 0.0
H 3.191080 -1.288769 1.532532 0.2 -0.5 0.4
H -4.127497 0.448358 -2.441580 -0.2 0.1 -0.1
N 0.795608 -2.936836 -6.207794 0.2 -1.1 0.4
O -0.294919 -0.143333 1.106954 0.1 -0.5 -0.7
H -1.644977 2.916474 0.684653 -0.3 0.1 -0.2
H 2.954515 -1.301524 -0.179685 -0.2 -0.2 0.0
H 0.733032 4.833794 -2.011220 0.3 0.1 -0.3
H -0.516789 -0.560855 5.128026 0.0 0.5 0.1
H 0.995374 5.311354 4.633166 -0.2 -0.1 0.0
O 5.259371 2.441623 -2.582240 0.0 -0.2 -0.2
C 1.263889 5.789672 -1.884888 -0.4 -0.5 0.8
C -1.431973 3.909812 0.281925 0.3 0.2 0.4
C 3.104988 -0.146775 -4.962567 0.0 0.4 0.4
H -8.480629 3.185290 2.107930 0.1 -0.1 -0.2
H -4.235881 -0.879770 1.639285 0.2 0.1 0.0
H 3.932013 1.110508 3.136230 0.0 0.3 0.5
H 1.246054 -1.780246 5.907264 0.6 0.1 0.3
H 0.212171 -3.764962 -3.805214 0.3 0.4 0.1
N 1.421516 -0.777577 6.025520 -1.4 0.1 -0.6
H 4.068073 -6.224783 -5.374165 0.0 0.2 0.4
H 1.978687 -4.274665 1.495864 0.1 0.2 -0.1
H -0.066311 -4.609597 2.631716 -0.1 0.1 0.1
H -0.247490 -0.889835 8.168545 0.3 -0.2 -0.1
C -2.875838 -3.053401 1.671048 -0.8 0.4 -0.6
H 4.438409 4.002182 -3.658149 -0.1 -0.1 -0.3
H -0.464230 -4.216630 -7.281674 0.0 -0.1 -0.1
H -1.447743 -2.859163 8.786645 -0.2 -0.1 0.1
H 0.555875 1.749239 2.610435 0.0 0.1 0.1
H 2.279873 -4.044578 -0.879802 0.1 -0.1 0.1
H 1.095887 6.413957 -2.758712 0.2 0.0 -0.1
H 2.524194 0.714800 -4.607492 0.1 0.0 0.0


(2)
11
Properties=species:S:1:pos:R:3:forces:R:3 method="wB97M-V/def2-TZVPD" fmax_ev_per_a=1.716 relative_energy_ev=2.344 e_lumo_ev=0.892 smiles="[H]/N=C/N.C=O"
H 1.504009 1.359184 -1.563871 -0.2 0.4 -0.1
H 0.134896 -0.629651 -0.770523 0.1 0.0 -0.2
H -1.703587 -2.177139 0.912655 0.5 -0.4 -0.1
H 0.902862 3.178760 -1.214133 -0.1 -0.3 -0.6
H -0.796235 -2.058293 -1.141814 0.2 0.3 -0.1
C 1.354117 2.227511 -0.880571 0.0 0.2 0.5
N -0.626294 -1.250068 -0.568304 -0.4 0.2 0.2
O 1.684264 2.159653 0.267638 0.2 -0.3 0.2
H -0.719808 -0.946287 2.570065 -1.0 0.2 0.1
N -0.733188 -0.514696 1.654575 1.6 0.0 -0.6
C -1.001036 -1.348976 0.734288 -0.9 -0.3 0.8


(3)
8
Properties=species:S:1:pos:R:3:forces:R:3 method="wB97M-V/def2-TZVPD" fmax_ev_per_a=1.744 relative_energy_ev=4.187 e_lumo_ev="-0.920 / -0.914" smiles="CN=O.O=S"
S -2.788582 -0.046056 0.008090 -0.5 0.0 0.0
O -0.329655 1.585684 0.097476 0.7 -1.6 0.1
H 1.262528 -1.060878 -0.380713 -0.2 -0.2 0.0
H 1.726505 0.003966 0.965341 0.0 -0.2 0.0
H 1.741467 0.669166 -0.671744 0.0 -0.2 0.0
C 1.237867 -0.045743 -0.012584 0.5 1.0 0.0
N -0.129264 0.393855 0.240952 -0.5 1.3 -0.1
O -2.720866 -1.499991 -0.246821 0.0 -0.2 0.0


Results for energy: -5771.09762 -264.50119 -643.16029 (in a.u., following the order of the records).